Density functional theory data (ωB97M-V with the def2-TZVPD basis set) for a molecular structure, C17H14Br2N3O7Ti at a distorted geometry.

CARTESIAN COORDINATES (ANGSTROEM)
Ti: 0.764 0.306 -0.118
N: 0.023 2.146 1.413
C: -0.975 2.900 0.659
C: -0.466 3.038 -0.763
O: -0.794 3.989 -1.467
N: 0.380 2.050 -1.088
C: 1.027 2.160 -2.383
C: 2.040 1.035 -2.555
O: 2.653 0.929 -3.602
O: 2.175 0.227 -1.536
H: -0.260 1.969 2.369
H: 0.917 2.621 1.426
H: -1.200 3.895 1.050
H: -1.897 2.314 0.643
H: 1.541 3.119 -2.491
H: 0.313 2.101 -3.210
O: -2.201 -3.517 -4.751
C: -1.605 -2.550 -4.006
C: -0.235 -2.492 -3.809
C: 0.273 -1.481 -3.020
N: -0.488 -0.539 -2.445
C: -1.786 -0.603 -2.684
Br: -2.870 0.802 -2.021
C: -2.410 -1.577 -3.441
H: -1.529 -4.133 -5.057
H: 0.427 -3.229 -4.245
H: 1.335 -1.401 -2.830
H: -3.477 -1.577 -3.600
Br: 1.029 -2.329 0.016
C: -0.050 -0.680 2.775
C: -0.993 -1.361 3.542
C: -0.699 -1.700 4.848
C: 0.533 -1.340 5.389
C: 1.459 -0.640 4.629
C: 1.185 -0.311 3.308
C: 2.226 0.512 2.541
O: 3.090 1.050 3.217
O: 2.183 0.617 1.251
H: -1.936 -1.634 3.083
H: -1.417 -2.245 5.448
H: 0.768 -1.606 6.413
H: 2.408 -0.334 5.045
O: -1.216 -0.155 0.664
C: -0.246 -0.345 1.394

The value obtained for the HOMO energy is -5.673 eV. The value obtained for the energy relative to the best compared isomer or geometry (same formula, charge and spin) is 53.2 kJ/mol. As for the charge: -1. Its gap between HOMO and LUMO is 7.9156 eV.